93
Properties=species:S:1:pos:R:3:forces:R:3 method="wB97M-V/def2-TZVPD" energy_ev=-81004.9244 e_lumo_ev=0.05 total_charge=0 homo_lumo_gap_ev=8.1 homo_ev=-8.1 e_above_lowest_kcal_mol=42.9
Ba -1.778050 -0.349892 0.645006 0.30 0.42 0.41
C -0.820068 3.032538 -0.667036 0.06 0.08 -0.05
C -1.632157 2.977724 -1.962825 0.02 0.01 -0.06
C -1.643883 1.687739 -2.761422 0.03 0.17 0.04
C -1.893622 1.762304 -4.128787 0.02 0.09 0.08
C -1.920148 0.602970 -4.876702 -0.01 -0.06 -0.07
C -1.705117 -0.606134 -4.239426 0.01 -0.17 0.10
C -1.471049 -0.598794 -2.874322 0.05 0.09 -0.27
N -1.426546 0.524495 -2.150530 -0.04 0.04 0.17
N -1.519222 2.708331 0.585122 0.16 -0.10 -0.01
C -2.746549 3.460562 0.778663 -0.23 0.11 0.00
C -3.982187 2.806560 0.185793 0.03 0.09 0.03
C -5.021380 3.578728 -0.324983 0.09 -0.08 0.04
C -6.145684 2.943450 -0.823968 0.00 -0.13 0.01
C -6.200228 1.556587 -0.802721 0.07 0.05 0.04
C -5.120725 0.867079 -0.270854 -0.15 0.05 -0.12
N -4.040261 1.476292 0.215195 0.11 -0.01 0.04
C -0.581931 2.950458 1.686971 0.02 0.17 -0.16
C -1.058797 2.459710 3.023352 -0.03 0.18 0.20
C -1.006829 3.244829 4.166308 0.00 -0.04 -0.06
C -1.371652 2.670702 5.376575 -0.02 -0.03 0.02
C -1.759484 1.342280 5.405008 0.01 0.00 -0.04
C -1.785932 0.634089 4.209154 -0.04 -0.08 0.20
N -1.459596 1.194519 3.053330 0.01 -0.11 -0.24
H 0.033150 2.352888 -0.745419 0.01 -0.02 -0.01
H -0.400247 4.052235 -0.583889 -0.07 -0.08 -0.01
H -2.667762 3.274002 -1.782281 0.01 0.00 0.00
H -1.232856 3.751327 -2.624801 -0.02 -0.04 0.04
H -2.056513 2.726144 -4.593291 0.00 0.01 0.00
H -2.106295 0.642591 -5.942275 0.00 -0.01 0.00
H -1.720511 -1.545114 -4.773354 -0.01 -0.02 0.00
H -1.323732 -1.539020 -2.356762 -0.03 -0.04 0.05
H -2.917774 3.546798 1.857111 -0.03 -0.01 -0.08
H -2.654816 4.490457 0.394187 -0.03 -0.05 0.03
H -4.939931 4.657582 -0.339230 0.01 0.02 0.01
H -6.964720 3.521857 -1.231000 -0.01 -0.01 0.00
H -7.051730 1.017387 -1.190847 -0.02 -0.01 0.00
H -5.110420 -0.218032 -0.240689 -0.02 -0.03 0.00
H 0.330907 2.401863 1.453731 0.05 0.04 -0.03
H -0.308004 4.017117 1.754901 -0.02 -0.03 -0.02
H -0.682202 4.275113 4.111385 0.01 0.02 -0.01
H -1.344080 3.254721 6.287297 0.00 0.00 0.01
H -2.030257 0.855437 6.330874 -0.01 -0.01 0.01
H -2.037484 -0.419958 4.149575 0.01 -0.01 0.03
C 2.831315 1.635216 1.618507 -0.07 0.06 0.10
C 3.977960 0.789015 1.150642 0.02 -0.02 0.03
C 5.282112 1.164051 1.453476 0.04 0.05 0.01
C 6.361048 0.404515 1.035327 0.06 -0.02 -0.01
C 6.147779 -0.751661 0.299743 0.05 0.01 0.01
C 4.853812 -1.135579 -0.004128 0.03 -0.08 -0.09
C 3.763821 -0.378727 0.414373 -0.05 0.04 0.06
P 2.054065 -0.934783 0.048339 -0.26 -0.22 -0.13
C 2.350126 -1.674033 -1.606254 0.03 0.05 -0.01
C 2.559741 -3.034947 -1.797041 0.00 -0.08 0.05
C 2.737091 -3.560962 -3.066967 0.01 -0.03 -0.06
C 2.717615 -2.716921 -4.165470 0.01 -0.02 -0.01
C 2.546502 -1.353441 -3.981582 0.02 -0.01 -0.02
C 2.369080 -0.813752 -2.714066 -0.02 -0.11 0.02
C 2.231226 0.669305 -2.545187 0.01 0.14 -0.01
C 1.878391 -2.374935 1.170804 0.15 0.07 0.16
C 2.736817 -2.487123 2.268945 -0.12 -0.09 -0.09
C 2.573229 -3.492650 3.205954 -0.06 -0.04 -0.03
C 1.551510 -4.415491 3.045023 0.02 0.01 0.02
C 0.693221 -4.313722 1.965050 0.06 -0.24 0.28
C 0.825057 -3.293327 1.041062 0.02 0.11 -0.03
C -0.075999 -3.268222 -0.144315 -0.28 -0.16 -0.37
H 3.191301 2.504915 2.167890 -0.01 0.00 0.01
H 2.154763 1.072235 2.268172 0.01 0.02 -0.01
H 2.250100 1.983697 0.763667 -0.02 0.03 -0.03
H 5.450212 2.066791 2.028182 0.01 0.02 0.01
H 7.367465 0.714257 1.284457 0.02 0.01 0.00
H 6.982878 -1.353728 -0.032433 0.02 -0.01 0.00
H 4.683634 -2.041423 -0.574958 0.03 0.04 0.04
H 2.586989 -3.693055 -0.935819 -0.01 0.00 -0.03
H 2.886979 -4.624973 -3.194053 0.00 -0.01 0.00
H 2.846286 -3.114155 -5.163934 0.00 -0.02 0.00
H 2.555476 -0.689589 -4.837819 0.00 0.01 -0.02
H 2.358055 1.179475 -3.499759 -0.01 0.01 0.00
H 2.982928 1.054058 -1.850831 0.00 0.04 -0.02
H 1.249519 0.924828 -2.144698 -0.06 0.03 0.03
H 3.549972 -1.789391 2.390690 0.09 0.09 0.01
H 3.249684 -3.558339 4.048008 0.00 0.00 0.02
H 1.415084 -5.215092 3.761201 0.01 0.00 0.01
H -0.106633 -5.029458 1.845176 0.02 -0.03 0.04
H 0.254488 -4.002246 -0.881878 0.10 0.16 -0.05
H -0.087944 -2.305946 -0.673372 -0.09 -0.16 0.13
F -1.314822 -5.674875 -0.261132 -0.08 0.02 -0.03
Te -2.119766 -3.944610 -0.119465 -0.18 0.49 -0.17
F -3.683073 -4.909224 -0.475416 0.06 0.00 0.07
F -1.904880 -3.829366 -2.027816 -0.01 -0.11 0.05
F -1.148592 -1.695017 2.415794 0.06 0.11 0.01
F -2.318724 -4.380730 1.697545 -0.08 0.00 -0.11
O -3.020517 -2.353348 -0.071744 0.15 -0.65 -0.15